The following is a DFT calculation (ωB97M-V with the def2-TZVPD basis set) of an isolated ion of composition C5H11N2O3 and charge +1 in a non-equilibrium geometry.

Geometry (Å):
C -0.49714 0.50143 2.15911
O 0.63685 -0.12263 1.54852
C 0.57339 -0.22378 0.16090
C 1.80262 -1.04555 -0.36156
N 2.99730 -0.54886 -0.05544
O 1.55236 -1.98437 -1.13176
N -0.58998 -1.07411 -0.21693
C -1.42349 -0.24696 -1.18758
C -0.35718 0.84986 -1.59764
O 0.49549 0.98712 -0.52489
H -0.44803 1.63146 2.32946
H -0.39759 0.21693 3.23149
H -1.40792 0.22801 1.74772
H 3.16102 0.12922 0.68387
H 3.82580 -1.15905 -0.27148
H -1.23626 -1.40111 0.41408
H -0.05973 -1.70720 -0.88533
H -2.18727 0.19744 -0.56344
H -1.68322 -0.70984 -2.08683
H 0.10645 0.40941 -2.53097
H -0.83900 1.84338 -1.98263

Values from the calculation:
Charge: +1
Structure (SMILES): CO[C@@]1(C(N)=O)[NH2+]CCO1
Relative energy (zero: lowest compared OMol25 entry of this formula, charge and spin): 37.40 kcal per mole

Atomic partial charges in e from the natural (NBO) method, atoms 1 to 6:
1 C -0.292
2 O -0.494
3 C 0.584
4 C 0.632
5 N -0.759
6 O -0.597



The following is a DFT calculation (ωB97M-V with the def2-TZVPD basis set) of C6H11NO7 as an isolated structure in a non-equilibrium geometry.

Geometry (Å):
N -4.66335 -1.26494 -1.97257
O -4.76135 -2.40913 -2.46977
O -3.54030 -0.77535 -1.60630
O -5.69612 -0.53174 -1.92732
C 0.22459 2.06732 -0.40339
C 0.66497 0.63551 -0.31636
C -0.44623 -0.23501 0.31832
C -0.71989 0.02345 1.77783
O -1.58086 0.01994 -0.53955
O -2.48972 -0.98085 -0.23289
O 1.95570 0.61488 0.38042
C 2.67795 -0.52249 0.19974
O 2.22147 -1.53448 -0.30880
C 4.09661 -0.39406 0.68956
H -0.76994 2.13336 -0.85590
H 0.22731 2.55039 0.57703
H 0.92896 2.59301 -1.04703
H 0.77752 0.23379 -1.33172
H -0.20332 -1.29716 0.20233
H 0.22689 -0.12584 2.31088
H -1.03118 1.05893 1.92658
H -1.44644 -0.67936 2.21995
H 4.31811 0.61609 1.05328
H 4.25127 -1.13215 1.48609
H 4.77734 -0.66412 -0.13043

Values from the calculation:
Spin multiplicity: 2
Charge: +1
Expectation value of S²: 1.73
Relative energy (zero: lowest compared OMol25 entry of this formula, charge and spin): 28.71 kcal per mole

Atomic partial charges in e from the natural (NBO) method, atoms 1 to 6:
1 N 0.659
2 O -0.160
3 O -0.272
4 O 0.027
5 C -0.641
6 C 0.075



The following is a DFT calculation (ωB97M-V with the def2-TZVPD basis set) of C24H26BeN5O2 as an isolated structure.

Geometry (Å):
Be 0.56070 -1.05984 0.58997
C 1.34026 -0.80991 4.75173
O 1.05803 -0.31769 3.46492
C 0.58123 0.96475 3.37105
C 0.77704 1.89964 4.37446
C 0.23278 3.17963 4.28571
C -0.52231 3.49642 3.16622
C -0.71183 2.56942 2.15157
C -0.15121 1.27417 2.19452
N -0.28485 0.34646 1.18647
N -1.37361 0.60544 0.38764
C -1.67685 -0.26556 -0.51285
C -0.82462 -1.53095 -0.75064
O -0.59406 -2.16995 0.49521
C -1.50580 -2.50722 -1.67481
C -2.66230 -2.27218 -2.29128
C -3.34935 -0.97320 -2.21071
C -4.47420 -0.71109 -2.99486
C -5.11411 0.51746 -2.94962
C -4.62312 1.50881 -2.10562
C -3.50931 1.26072 -1.31903
C -2.86120 0.02424 -1.34815
H 0.50876 -0.62860 5.43964
H 2.24740 -0.36955 5.17848
H 1.49276 -1.88287 4.64298
H 1.33773 1.62753 5.26055
H 0.38868 3.89379 5.08462
H -0.97088 4.48158 3.07952
H -1.30856 2.81249 1.28508
H -1.00937 -3.47047 -1.74282
H -3.13332 -3.03700 -2.90288
H -4.84691 -1.49397 -3.64844
H -5.98576 0.70402 -3.56810
H -5.10352 2.47982 -2.07101
H -3.11574 2.02131 -0.65543
N 4.21009 -0.02553 1.30664
C 4.48272 -1.37104 1.14713
C 3.26943 -1.97061 1.01337
N 2.28293 -1.01643 1.08526
C 2.87118 0.13975 1.26168
H 4.88360 0.70616 1.41872
H 5.48588 -1.76038 1.14113
H 3.02848 -3.01027 0.84953
H 2.36538 1.09134 1.36150
C 0.20828 0.72998 -2.78322
C 0.97473 -0.53744 -2.34125
C 0.92338 -1.54797 -3.50710
C 2.44433 -0.13464 -2.15647
N 0.55196 -1.09064 -1.07924
H 0.70942 1.21961 -3.62724
H 0.14253 1.43382 -1.94820
H -0.81073 0.48197 -3.09254
H 1.47547 -1.16495 -4.37568
H -0.10396 -1.74199 -3.81671
H 1.37283 -2.49288 -3.18698
H 2.87749 0.21222 -3.10124
H 3.02048 -0.99214 -1.79201
H 2.52159 0.67441 -1.42120

Values from the calculation:
Charge: -1
Calculated total energy: -37259.58246 eV

Atomic partial charges in e from the natural (NBO) method, atoms 1 to 6:
1 Be 1.662
2 C -0.243
3 O -0.522
4 C 0.294
5 C -0.320
6 C -0.287



The following is a DFT calculation (ωB97M-V with the def2-TZVPD basis set) of C20H50GeIrN2OSi as an isolated structure.

Geometry (Å):
Ir -0.36524 -0.84972 -0.02952
N -0.16654 -1.65615 1.83015
H 0.47911 -2.44420 1.80166
H -1.05097 -1.99179 2.20656
H 0.21259 -0.97836 2.48721
C 4.97589 -1.41110 -2.04647
N 3.95324 -1.49597 -1.01002
C 4.39986 -1.35525 0.37277
C 2.64973 -1.56706 -1.26427
C 2.18292 -1.66955 -2.69124
O 1.82527 -1.58214 -0.32168
H 5.83821 -2.00003 -1.74101
H 5.29268 -0.37676 -2.19325
H 4.61328 -1.80937 -2.98746
H 5.45657 -1.60324 0.42158
H 3.84163 -2.03147 1.01483
H 4.25488 -0.33400 0.72547
H 2.52759 -2.60282 -3.13871
H 2.55683 -0.84611 -3.30015
H 1.09723 -1.66137 -2.70307
C 1.54336 3.39936 1.40804
C 1.40706 1.93536 0.96863
C 2.34136 1.73660 -0.23550
C 1.98027 1.03475 2.07964
Si -0.43180 1.42971 0.58801
C -1.00911 1.91503 -1.17424
C -0.45617 0.77150 -2.05345
C -2.53488 1.96294 -1.35105
C -0.51628 3.25749 -1.74072
C -1.58597 2.04084 2.00006
C -1.85911 3.54505 1.84058
C -0.98422 1.81192 3.39805
C -2.93683 1.31448 2.01394
H 2.60377 3.63283 1.55248
H 1.04080 3.60631 2.35088
H 1.15689 4.09495 0.65975
H 3.37386 1.91739 0.08426
H 2.14539 2.42350 -1.05590
H 2.29185 0.71932 -0.62078
H 3.02118 1.31661 2.27372
H 1.99239 -0.01305 1.76742
H 1.45021 1.12277 3.02718
H -0.69382 -0.30339 -1.74329
H 0.62203 0.82164 -2.18806
H -0.92549 0.77365 -3.04234
H -3.04491 1.07507 -0.98738
H -2.77083 2.06502 -2.41468
H -2.96772 2.82604 -0.84537
H 0.56684 3.33293 -1.81094
H -0.87065 4.08636 -1.12507
H -0.91680 3.41131 -2.74771
H -0.95543 4.14791 1.91267
H -2.53238 3.86818 2.64077
H -2.34823 3.78480 0.89546
H -0.07943 2.38824 3.58028
H -0.76195 0.75628 3.58476
H -1.71563 2.11509 4.15291
H -3.49040 1.40622 1.08022
H -3.55735 1.74161 2.80778
H -2.81397 0.25638 2.23195
C -1.51381 -3.25199 -2.41043
Ge -2.37671 -3.18509 -0.65269
C -1.43264 -4.43323 0.53590
C -4.25429 -3.69872 -0.77074
C -2.32608 -1.32215 0.05449
H -1.69270 -4.21496 -2.88952
H -0.43321 -3.12134 -2.31718
H -1.90542 -2.47034 -3.06343
H -1.60018 -5.45343 0.18849
H -1.80272 -4.37780 1.56174
H -0.35190 -4.27383 0.53166
H -4.34980 -4.71554 -1.15214
H -4.79064 -3.02745 -1.44108
H -4.72472 -3.65288 0.21128
H -2.82847 -1.32197 1.02583
H -2.96941 -0.74189 -0.60858

Values from the calculation:
Charge: +1
Relative energy (zero: lowest compared OMol25 entry of this formula, charge and spin): 0.00 kcal per mole

Atomic partial charges in e from the Mulliken method, atoms 1 to 6:
1 Ir 0.965
2 N -0.644
3 H 0.322
4 H 0.405
5 H 0.207
6 C -1.072



The following is a DFT calculation (ωB97M-V with the def2-TZVPD basis set) of one molecule with the formula C14H12FNO2 in a non-equilibrium geometry.

Geometry (Å):
O -2.36090 1.88656 2.00321
N -2.04073 1.72429 0.82134
O -2.06595 2.62901 -0.00871
C -1.65488 0.33887 0.36434
C -0.16786 -0.02714 0.73065
C 0.68679 1.11718 0.15485
C 1.12953 2.11265 1.01611
C 1.55956 3.37123 0.51943
C 1.64405 3.59345 -0.85520
C 1.34058 2.52376 -1.72167
C 0.94120 1.26437 -1.22657
C -0.00119 -1.52211 0.28643
C -0.05479 -2.48688 1.28132
C -0.28853 -3.83982 0.96872
C -0.38701 -4.26790 -0.34567
C -0.14417 -3.29101 -1.33098
F -0.25078 -3.65875 -2.64683
C 0.10960 -1.94440 -1.05613
H -1.92642 0.30262 -0.68826
H -2.15922 -0.36120 1.03994
H -0.30364 0.06668 1.84207
H 1.13189 1.96531 2.11265
H 1.80147 4.19684 1.20637
H 1.88957 4.57433 -1.28078
H 1.37949 2.65312 -2.81446
H 0.79389 0.42821 -1.91865
H 0.11415 -2.23549 2.34956
H -0.42224 -4.58861 1.75194
H -0.66825 -5.27245 -0.67430
H 0.37478 -1.25272 -1.88074

Values from the calculation:
Charge: 0
Calculated total energy: -23011.70101 eV
Structure (SMILES): O=[N+]([O-])C[C@H](c1ccccc1)c1cccc(F)c1

Atomic partial charges in e from the natural (NBO) method, atoms 1 to 6:
1 O -0.388
2 N 0.518
3 O -0.361
4 C -0.271
5 C -0.251
6 C -0.033



The following is a DFT calculation (ωB97M-V with the def2-TZVPD basis set) of C4H6O as an isolated structure.

Geometry (Å):
C -0.20007 -1.31824 0.05471
O -1.20754 -0.35248 -0.29651
C -0.69951 0.93277 -0.03365
C 0.78900 0.70362 0.14843
C 1.12643 -0.64484 0.27541
H -0.45589 -1.80902 1.00742
H -0.17989 -2.09050 -0.72084
H -1.11494 1.36333 0.89325
H -0.94482 1.60790 -0.86157
H 1.48848 1.52309 0.31875
H 1.39875 0.08435 -0.78541

Values from the calculation:
Charge: 0
Relative energy (zero: lowest compared OMol25 entry of this formula, charge and spin): 75.07 kcal per mole

Atomic partial charges in e from the Mulliken method, atoms 1 to 6:
1 C -0.182
2 O -0.383
3 C -0.355
4 C -0.224
5 C -0.590
6 H 0.286



The following is a DFT calculation (ωB97M-V with the def2-TZVPD basis set) of a 2-piece molecular cluster, C5H13IN overall in a non-equilibrium geometry.

Geometry (Å):
C -2.16742 -0.93551 -1.64732
C 1.49065 1.53531 1.36355
C 1.58393 -1.03195 0.95010
C -1.44304 0.26620 -1.06564
C 1.26732 0.35752 0.47918
N -0.76811 0.10974 0.27130
I 1.93291 0.69774 -1.60046
H -1.43852 -1.64166 -2.26688
H -2.76014 -1.43857 -0.96647
H -2.83212 -0.59398 -2.48966
H 0.73555 1.69191 2.15665
H 2.41576 1.11930 1.96411
H 1.76403 2.45327 0.89774
H 1.25703 -1.72092 0.17792
H 1.29793 -1.19036 1.96739
H 2.67140 -1.06413 0.93544
H -2.21589 1.02337 -0.97333
H -0.65163 0.65188 -1.69293
H -1.19179 0.58374 1.01460
H -0.94784 -0.87292 0.52471

Values from the calculation:
Charge: +1
Relative energy (zero: lowest compared OMol25 entry of this formula, charge and spin): 42.45 kcal per mole

Atomic partial charges in e from the natural (NBO) method, atoms 1 to 6:
1 C -0.640
2 C -0.754
3 C -0.744
4 C -0.249
5 C 0.233
6 N -0.629



The following is a DFT calculation (ωB97M-V with the def2-TZVPD basis set) of one molecule with the formula C8H6F7NO4S in a non-equilibrium geometry.

Geometry (Å):
O 2.87332 -0.95314 2.29867
C 2.11909 -1.33571 1.40061
O 1.36995 -2.28613 1.28693
C 2.21797 -0.43975 0.17279
N 2.59983 0.96792 0.36645
C 2.42834 1.61885 -0.70907
C 1.81774 0.75056 -1.79568
C 1.15693 -0.32862 -0.90368
S -0.43623 0.34700 -0.43512
O -1.07009 0.75403 -1.65974
O -0.25317 1.36631 0.55865
C -1.48582 -1.03236 0.22476
F -1.30555 -2.06787 -0.62324
F -1.07970 -1.36578 1.44244
C -3.01604 -0.71105 0.24214
F -3.55959 -1.69503 1.00106
F -3.51975 -0.80764 -0.99882
C -3.45859 0.62477 0.88992
F -3.13353 1.67006 0.14399
F -2.92481 0.74049 2.10166
F -4.79266 0.58813 1.00537
H 3.07557 -0.84493 -0.37594
H 2.92715 1.32804 1.25628
H 2.65755 2.66820 -0.80876
H 1.12896 1.39509 -2.33104
H 2.64017 0.34560 -2.37880
H 1.02297 -1.29701 -1.37183

Values from the calculation:
Charge: 0
Calculated total energy: -47928.68293 eV

Atomic partial charges in e from the natural (NBO) method, atoms 1 to 6:
1 O -0.737
2 C 0.749
3 O -0.698
4 C -0.175
5 N -0.367
6 C 0.276



Repeat the third record exactly.
The following is a DFT calculation (ωB97M-V with the def2-TZVPD basis set) of C24H26BeN5O2 as an isolated structure.

Geometry (Å):
Be 0.56070 -1.05984 0.58997
C 1.34026 -0.80991 4.75173
O 1.05803 -0.31769 3.46492
C 0.58123 0.96475 3.37105
C 0.77704 1.89964 4.37446
C 0.23278 3.17963 4.28571
C -0.52231 3.49642 3.16622
C -0.71183 2.56942 2.15157
C -0.15121 1.27417 2.19452
N -0.28485 0.34646 1.18647
N -1.37361 0.60544 0.38764
C -1.67685 -0.26556 -0.51285
C -0.82462 -1.53095 -0.75064
O -0.59406 -2.16995 0.49521
C -1.50580 -2.50722 -1.67481
C -2.66230 -2.27218 -2.29128
C -3.34935 -0.97320 -2.21071
C -4.47420 -0.71109 -2.99486
C -5.11411 0.51746 -2.94962
C -4.62312 1.50881 -2.10562
C -3.50931 1.26072 -1.31903
C -2.86120 0.02424 -1.34815
H 0.50876 -0.62860 5.43964
H 2.24740 -0.36955 5.17848
H 1.49276 -1.88287 4.64298
H 1.33773 1.62753 5.26055
H 0.38868 3.89379 5.08462
H -0.97088 4.48158 3.07952
H -1.30856 2.81249 1.28508
H -1.00937 -3.47047 -1.74282
H -3.13332 -3.03700 -2.90288
H -4.84691 -1.49397 -3.64844
H -5.98576 0.70402 -3.56810
H -5.10352 2.47982 -2.07101
H -3.11574 2.02131 -0.65543
N 4.21009 -0.02553 1.30664
C 4.48272 -1.37104 1.14713
C 3.26943 -1.97061 1.01337
N 2.28293 -1.01643 1.08526
C 2.87118 0.13975 1.26168
H 4.88360 0.70616 1.41872
H 5.48588 -1.76038 1.14113
H 3.02848 -3.01027 0.84953
H 2.36538 1.09134 1.36150
C 0.20828 0.72998 -2.78322
C 0.97473 -0.53744 -2.34125
C 0.92338 -1.54797 -3.50710
C 2.44433 -0.13464 -2.15647
N 0.55196 -1.09064 -1.07924
H 0.70942 1.21961 -3.62724
H 0.14253 1.43382 -1.94820
H -0.81073 0.48197 -3.09254
H 1.47547 -1.16495 -4.37568
H -0.10396 -1.74199 -3.81671
H 1.37283 -2.49288 -3.18698
H 2.87749 0.21222 -3.10124
H 3.02048 -0.99214 -1.79201
H 2.52159 0.67441 -1.42120

Values from the calculation:
Charge: -1
Calculated total energy: -37259.58246 eV

Atomic partial charges in e from the natural (NBO) method, atoms 1 to 6:
1 Be 1.662
2 C -0.243
3 O -0.522
4 C 0.294
5 C -0.320
6 C -0.287